11
Properties=species:S:1:pos:R:3:forces:R:3 method="wB97M-V/def2-TZVPD" total_energy_ev=-8773.52965 de_lowest_kcal_mol=96.0 e_lumo_ev=-0.02 max_force_ev_per_a=0.43
O -0.959 1.113 -0.686 -0.170 0.154 0.126
C -0.465 -0.041 -0.052 0.162 -0.213 0.027
C 0.425 -0.797 -1.025 0.026 -0.038 -0.042
N 1.312 0.083 1.863 -0.341 0.064 -0.260
C 0.306 0.350 1.167 0.320 -0.156 0.193
O 0.085 1.265 2.078 -0.052 0.079 0.013
H -1.426 1.654 -0.033 0.029 -0.041 -0.137
H -1.287 -0.685 0.301 0.134 0.085 -0.017
H -0.176 -1.347 -1.751 0.061 0.114 0.086
H 1.056 -0.079 -1.557 -0.051 -0.120 0.096
H 1.066 -1.505 -0.489 -0.118 0.072 -0.085